w.
Computed, not measured: a cluster of 2 separate species, C3H4N4O in total, with ωB97M-V with the def2-TZVPD basis set.

Geometry (Å):
C 0.419 0.270 -1.349
C -1.238 -0.145 -0.013
C 0.029 -0.177 0.771
H 2.738 1.769 -0.374
H 1.012 0.399 -2.198
H -2.944 0.272 -0.249
H -0.287 -1.395 2.334
N 0.905 0.467 -0.145
N -0.914 -0.007 -1.401
N -2.439 -0.218 0.588
N 0.420 -0.754 1.877
O 2.302 0.356 -0.300

Values from the calculation:
- HOMO-LUMO gap: 0.2913 Eh
- Highest occupied orbital energy: -9.36 eV
- Charge: 0

Now the natural (NBO) charges, all in e:
1. C 0.302
2. C 0.293
3. C 0.330
4. H 0.445
5. H 0.214
6. H 0.350
7. H 0.379
8. N -0.167
9. N -0.508
10. N -0.573
11. N -0.589
12. O -0.477

***

x.
Computed, not measured: an isolated molecule of C3H4N4O, with ωB97M-V with the def2-TZVPD basis set.

Geometry (Å):
O -0.178 1.460 1.450
N -0.075 0.190 1.990
C 0.343 -0.605 1.103
C 0.189 -0.331 -0.330
C 0.353 -1.161 -1.311
N -0.194 -0.652 -2.453
N -0.805 0.435 -2.094
N -0.487 0.729 -0.897
H -0.217 2.102 2.336
H 0.796 -1.571 1.426
H 0.759 -2.199 -0.990
H -0.486 1.603 -0.229

Values from the calculation:
- HOMO-LUMO gap: 0.3588 Eh
- Highest occupied orbital energy: -9.58 eV
- SMILES: O/N=C\c1cnn[nH]1
- Charge: 0

Now the natural (NBO) charges, all in e:
1. O -0.615
2. N -0.122
3. C 0.034
4. C -0.042
5. C -0.072
6. N -0.256
7. N -0.019
8. N -0.330
9. H 0.515
10. H 0.223
11. H 0.216
12. H 0.468

***

y.
Computed, not measured: an isolated molecule of C3H4N4O, with ωB97M-V with the def2-TZVPD basis set.

Geometry (Å):
H -0.365 1.371 1.992
N -1.247 1.818 1.933
N -1.764 1.262 0.922
C -0.715 0.603 -0.003
C -0.904 -0.077 -1.109
N 0.232 -0.742 -1.397
C 1.108 -0.792 -0.218
N 2.187 -1.396 0.093
H 2.242 -0.851 1.016
O 0.570 0.316 0.601
H -1.958 -0.348 -1.470
H 0.613 -1.163 -2.361

Values from the calculation:
- HOMO-LUMO gap: 0.3304 Eh
- Highest occupied orbital energy: -8.97 eV
- SMILES: [H]/N=N\c1c[nH]/c(=N/[H])o1
- Charge: 0

Now the natural (NBO) charges, all in e:
1. H 0.308
2. N -0.281
3. N -0.117
4. C 0.278
5. C -0.077
6. N -0.635
7. C 0.664
8. N -0.664
9. H 0.371
10. O -0.551
11. H 0.255
12. H 0.449

***

If you had to bet on the most stable structure above, which would it be? Bet on y.